Run A
DFT (ωB97M-V with the def2-TZVPD basis set) results for C34H39CaN8O2S2 as an isolated structure.

Element x y z (Å)
1 Ca -0.0982 0.7167 0.1671
2 C -0.3352 -5.0349 2.6621
3 C -0.4734 -3.9846 3.7287
4 C -0.2260 -4.3607 5.0500
5 C -0.4101 -3.4979 6.1148
6 C -0.8453 -2.2053 5.8490
7 C -1.0885 -1.7859 4.5527
8 C -1.5706 -0.3873 4.2955
9 C -0.9160 -2.6733 3.4618
10 N -1.3422 -2.1497 2.2502
11 C -1.1779 -2.5002 1.0013
12 O -0.3356 -3.1592 0.3573
13 C -2.2459 -1.7830 0.1990
14 C -3.4413 -2.3651 -0.1984
15 C -4.4026 -1.5683 -0.7931
16 C -4.1574 -0.2166 -1.0036
17 C -2.9260 0.2766 -0.6191
18 N -1.9924 -0.4976 -0.0570
19 C -2.5149 1.7187 -0.8797
20 O -2.5982 2.1086 -2.0586
21 N -2.0189 2.3442 0.1944
22 C -1.9131 3.7443 0.1882
23 C -2.8977 4.5940 -0.3586
24 C -4.2033 4.0829 -0.8991
25 C -2.6973 5.9711 -0.3213
26 C -1.5864 6.5368 0.2794
27 C -0.6834 5.7020 0.9182
28 C -0.8444 4.3228 0.9043
29 C 0.0888 3.4790 1.7322
30 H 0.2707 -5.8621 3.0361
31 H 0.1023 -4.6397 1.7489
32 H -1.3137 -5.4402 2.3828
33 H 0.1150 -5.3743 5.2346
34 H -0.2155 -3.8216 7.1294
35 H -0.9903 -1.5015 6.6617
36 H -2.5302 -0.3921 3.7751
37 H -0.8690 0.1480 3.6514
38 H -1.6698 0.1623 5.2334
39 H -3.6129 -3.4148 -0.0042
40 H -5.3552 -1.9951 -1.0836
41 H -4.8806 0.4359 -1.4719
42 H -4.1176 3.7490 -1.9326
43 H -4.9561 4.8700 -0.8349
44 H -4.5567 3.2276 -0.3192
45 H -3.4565 6.6100 -0.7587
46 H -1.4500 7.6104 0.2917
47 H 0.1551 6.1221 1.4625
48 H 0.7546 4.1178 2.3132
49 H 0.7544 2.8194 1.1702
50 H -0.4683 2.8524 2.4343
51 C 2.5955 -0.9171 5.1453
52 S 3.6939 -1.4353 3.8215
53 C 2.9556 -0.7724 2.3438
54 S 1.7779 0.5064 2.4406
55 N 3.5788 -1.3077 1.3435
56 N 3.3077 -1.0226 0.0396
57 C 2.1011 -1.1257 -0.3453
58 C 1.7222 -0.9606 -1.7631
59 C 2.5657 -1.2486 -2.8315
60 C 2.0657 -1.1238 -4.1120
61 C 0.7509 -0.7107 -4.2977
62 C -0.0061 -0.4092 -3.1819
63 N 0.4683 -0.5290 -1.9412
64 H 3.2140 -0.7656 6.0290
65 H 1.8419 -1.6748 5.3399
66 H 2.1115 0.0211 4.8773
67 H 1.2919 -1.3933 0.3374
68 H 3.5731 -1.5839 -2.6284
69 H 2.6906 -1.3586 -4.9650
70 H 0.3230 -0.6127 -5.2855
71 H -1.0239 -0.0437 -3.2698
72 N 2.7841 2.0749 -0.1436
73 C 3.4525 2.2550 -1.4223
74 C 2.6980 3.2544 -2.2783
75 C 1.3482 2.7698 -2.7802
76 N 0.3637 2.5826 -1.7025
77 H 2.8522 2.9133 0.4256
78 H 3.1920 1.3261 0.4034
79 H 3.4619 1.2842 -1.9263
80 H 4.5013 2.5696 -1.3299
81 H 3.3136 3.5080 -3.1466
82 H 2.5589 4.1873 -1.7162
83 H 1.4850 1.8156 -3.2980
84 H 0.9758 3.4846 -3.5241
85 H -0.5624 2.4897 -2.1289
86 H 0.2921 3.4497 -1.1729

Properties
Net charge ... -1
HOMO ... -0.159 Ha
HOMO-LUMO gap ... 0.24330 Ha

***

Run B
DFT (ωB97M-V with the def2-TZVPD basis set) results for C34H39CaN8O2S2 as an isolated structure.

Element x y z (Å)
1 Ca 0.2852 0.2777 -0.3781
2 C -4.8010 -2.3867 2.6184
3 C -3.5687 -3.1659 2.9862
4 C -3.7203 -4.4834 3.4194
5 C -2.6585 -5.2341 3.8897
6 C -1.3990 -4.6505 3.9344
7 C -1.1977 -3.3527 3.4940
8 C 0.1716 -2.7374 3.5337
9 C -2.2830 -2.5845 3.0028
10 N -1.9858 -1.2579 2.7155
11 C -2.4811 -0.4886 1.7840
12 O -3.1465 -0.6992 0.7391
13 C -2.0419 0.9484 2.0163
14 C -2.7267 1.8474 2.8257
15 C -2.1994 3.1122 3.0134
16 C -1.0107 3.4666 2.3887
17 C -0.3992 2.5271 1.5795
18 N -0.9245 1.3167 1.3803
19 C 0.8618 2.8678 0.8133
20 O 0.8399 3.9276 0.1544
21 N 1.8029 1.9238 0.8811
22 C 3.1142 2.2184 0.4852
23 C 3.7708 3.4310 0.7923
24 C 3.1631 4.4839 1.6756
25 C 5.0768 3.6253 0.3456
26 C 5.7755 2.6478 -0.3374
27 C 5.1761 1.4109 -0.5201
28 C 3.8738 1.1769 -0.1003
29 C 3.3230 -0.2185 -0.1910
30 H -5.6489 -3.0620 2.4913
31 H -4.6605 -1.8037 1.7104
32 H -5.0557 -1.6841 3.4217
33 H -4.7150 -4.9175 3.3905
34 H -2.8089 -6.2546 4.2242
35 H -0.5473 -5.2149 4.3029
36 H 0.1673 -1.8178 4.1219
37 H 0.5013 -2.4644 2.5284
38 H 0.8950 -3.4371 3.9586
39 H -3.6410 1.5353 3.3118
40 H -2.7093 3.8245 3.6521
41 H -0.5682 4.4464 2.5017
42 H 2.5003 5.1486 1.1208
43 H 3.9538 5.0675 2.1491
44 H 2.5600 4.0276 2.4658
45 H 5.5607 4.5695 0.5752
46 H 6.7905 2.8259 -0.6701
47 H 5.7309 0.5983 -0.9767
48 H 4.1093 -0.9173 -0.4794
49 H 2.5483 -0.3740 -0.9472
50 H 2.9308 -0.5572 0.7730
51 C 0.4296 -5.4750 0.6766
52 S -0.4260 -5.3317 -0.8979
53 C -0.4138 -3.5846 -1.2953
54 S 0.7818 -2.5608 -0.5498
55 N -1.2799 -3.3703 -2.2245
56 N -1.4479 -2.1386 -2.8110
57 C -1.7135 -1.1741 -2.0253
58 C -2.0287 0.1694 -2.5333
59 C -2.6967 0.3924 -3.7333
60 C -3.0283 1.6948 -4.0627
61 C -2.6822 2.7284 -3.2003
62 C -1.9812 2.4198 -2.0466
63 N -1.6600 1.1685 -1.7240
64 H 0.8460 -6.4828 0.7058
65 H -0.2510 -5.3325 1.5118
66 H 1.2402 -4.7520 0.7366
67 H -1.7775 -1.3238 -0.9457
68 H -2.9590 -0.4524 -4.3544
69 H -3.5643 1.9052 -4.9798
70 H -2.9379 3.7556 -3.4214
71 H -1.6489 3.1930 -1.3594
72 N 1.3141 -0.7222 -3.1026
73 C 1.0758 -0.0789 -4.3898
74 C 1.7298 1.2933 -4.4493
75 C 1.1104 2.3265 -3.5206
76 N 1.3692 2.0565 -2.0967
77 H 2.2900 -0.9786 -3.0014
78 H 0.7870 -1.5807 -3.0061
79 H -0.0053 0.0334 -4.5027
80 H 1.4138 -0.6778 -5.2452
81 H 1.6647 1.6699 -5.4743
82 H 2.8021 1.2053 -4.2293
83 H 0.0316 2.3527 -3.6842
84 H 1.4933 3.3156 -3.7986
85 H 1.1669 2.9099 -1.5710
86 H 2.3715 1.9374 -1.9625

Properties
Net charge ... -1
HOMO ... -0.162 Ha
HOMO-LUMO gap ... 0.24615 Ha

***

Which structure is the least stable? The one labeled run A.